The following is a quantum chemistry calculation of C3H5O3Tl as an isolated structure, from OMol25.

```
12
Properties=species:S:1:pos:R:3:forces:R:3
H 0.6657 -0.7215 -1.2958 -0.21 -0.15 0.36
C -0.3323 -0.9789 -0.8953 -1.20 0.99 -1.01
C -1.1285 0.1509 -0.3453 0.30 0.09 -0.03
O -0.2688 1.3292 -0.0725 0.35 0.21 0.53
C 0.7174 1.2520 0.7329 -0.88 0.41 -1.28
O 1.3326 2.4368 0.7515 0.21 -0.04 0.18
Tl 1.0472 -0.9558 1.7562 0.95 0.03 1.80
O -0.1476 -1.9823 0.1569 -2.29 -1.28 -0.36
H -0.9100 -1.4646 -1.6991 0.26 0.03 0.21
H -1.1156 -2.0333 0.4919 2.03 0.10 -0.39
H -1.9389 0.5880 -0.9392 0.49 -0.43 -0.04
H 2.0789 2.3794 1.3577 -0.01 0.03 0.03
```
Positions in Å, forces in eV/Å.

Energy above the lowest of the compared OMol25 structures with the same formula, charge and spin (kcal/mol): 109.2
Gap between HOMO and LUMO (eV): 6.47
HOMO (eV): -6.825
Electronic energy (eV): -14023.5935